Entry 1:
The following is a quantum chemistry calculation of C12H28Ag2NO8 as an isolated structure in a non-equilibrium geometry, from the OMol25 dataset.

Properties
* molar mass: 530.1 g mol⁻¹
* energy: -38750.41789 eV
* lowest unoccupied orbital energy: -5.46 eV
* net charge: +1
* HOMO-LUMO gap: 5.8 eV

Positions of all 51 atoms, in Å:
H (3.33, -0.58, 4.83)
H (-3.76, 6.14, -0.73)
H (5.38, -1.08, -0.09)
C (-2.31, 4.07, -2.66)
O (3.80, -0.75, 2.86)
C (-3.09, -2.87, 1.27)
O (0.68, -1.56, 1.64)
H (-3.23, -4.33, -1.60)
C (-2.66, -4.28, 1.52)
H (-0.18, 1.39, -3.04)
C (-0.76, 3.89, -2.99)
H (-0.64, 3.64, -4.04)
H (-4.56, -3.17, -0.22)
H (-3.41, -1.87, -0.57)
H (-3.96, -2.45, 1.77)
C (4.93, -0.92, 2.03)
H (0.03, 1.02, -1.33)
O (-2.53, -4.86, 0.22)
H (-1.72, -4.42, 2.06)
O (-2.52, 4.51, -1.35)
C (-3.80, 5.11, -1.08)
H (-4.32, 5.20, -2.04)
C (-0.53, 1.64, -2.03)
H (5.52, -0.01, 2.18)
O (-0.49, -1.37, -0.09)
H (2.36, -0.12, -1.06)
N (0.44, -1.95, 0.51)
H (-3.40, -4.94, 1.99)
H (-0.27, 4.86, -2.90)
H (3.69, -1.59, 0.39)
H (-2.83, 3.13, -2.82)
H (5.56, -1.77, 2.26)
H (4.89, -0.96, 4.56)
C (4.53, -0.91, 0.57)
O (1.15, -2.79, -0.08)
C (-3.52, -2.86, -0.14)
H (-2.24, -2.23, 1.52)
H (-1.66, -3.56, -1.06)
C (4.12, -0.31, 4.14)
Ag (2.31, 0.81, 2.13)
H (3.14, 1.48, -1.40)
H (-4.44, 4.60, -0.36)
C (-2.65, -3.91, -0.78)
C (3.28, 0.47, -1.03)
H (-1.58, 1.38, -1.94)
O (-0.24, 2.98, -1.98)
H (4.00, 0.08, -1.75)
Ag (-1.38, 0.11, 1.66)
H (4.43, 0.74, 4.14)
O (3.76, 0.38, 0.27)
H (-2.66, 4.79, -3.40)

Here are the Löwdin charges for atoms 1 to 6, given in e: number 1, H, carries 0.104; number 2, H, carries 0.083; number 3, H, carries 0.141; number 4, C, carries -0.222; number 5, O, carries -0.273; number 6, C, carries -0.207


Entry 2:
The following is a quantum chemistry calculation of a 3-piece molecular cluster, C12H28BO5PS overall, from the OMol25 dataset.

Properties
* molar mass: 326.2 g mol⁻¹
* energy: -43934.76291 eV
* SMILES: CCOCCB[PH2]=S.CCOC(C)=O.CCOC(C)=O
* lowest unoccupied orbital energy: -0.24 eV
* HOMO-LUMO gap: 8.0 eV

Positions of all 48 atoms, in Å:
P (4.08, -4.03, -1.30)
H (0.14, 4.06, 1.24)
C (-0.29, 2.23, 2.22)
C (1.72, -2.45, -0.24)
H (-2.21, -2.10, 0.77)
C (-0.75, -1.99, 2.34)
H (1.41, 2.86, 0.98)
C (-2.88, 2.29, -2.43)
H (4.84, -2.88, -1.58)
H (1.93, 4.23, 3.05)
H (-4.18, 1.12, -1.18)
S (4.50, -4.78, 0.47)
H (-2.25, 0.97, -4.52)
H (3.33, 3.56, 3.88)
H (2.18, 1.37, 4.13)
C (0.34, 3.00, 1.09)
H (0.01, -2.19, -1.50)
H (-2.96, 3.18, -1.80)
H (2.32, 1.78, 2.44)
O (0.10, 0.43, -2.34)
O (0.44, 1.92, 3.31)
C (0.24, -2.15, -0.44)
H (-0.39, -1.02, 2.01)
H (2.34, -1.56, -0.34)
C (-1.54, 0.29, -4.05)
H (0.07, -2.56, 2.76)
H (-0.72, 0.12, -4.74)
C (-0.97, 0.80, -2.75)
H (-4.04, 0.51, -2.83)
C (-4.10, 1.41, -2.23)
H (-0.13, 2.68, 0.16)
O (-0.52, -3.17, 0.19)
H (-5.00, 1.96, -2.51)
C (1.86, 2.08, 3.38)
H (4.31, -4.95, -2.35)
O (-1.68, 1.64, -1.98)
B (2.22, -3.53, -1.25)
H (1.79, 3.75, 4.73)
H (1.87, -2.90, 0.74)
C (2.25, 3.49, 3.78)
C (-1.41, -2.72, 1.19)
H (-0.04, -1.15, -0.11)
O (-1.45, 1.92, 2.20)
H (1.44, -4.10, -1.96)
H (-2.04, -0.66, -3.85)
H (-1.51, -1.78, 3.09)
H (-1.90, -3.61, 1.58)
H (-2.77, 2.63, -3.46)

Here are the Löwdin charges for atoms 1 to 6, given in e: number 1, P, carries 0.314; number 2, H, carries 0.096; number 3, C, carries -0.531; number 4, C, carries -0.175; number 5, H, carries 0.116; number 6, C, carries -0.068


Entry 3:
The following is a quantum chemistry calculation of a 5-piece molecular cluster, C12H28BrN4O4 overall in a non-equilibrium geometry, from the OMol25 dataset.

Properties
* molar mass: 372.3 g mol⁻¹
* energy: -97092.00998 eV
* lowest unoccupied orbital energy: 2.78 eV
* ΔE to the lowest compared entry with this formula, charge and spin: 1.063 eV
* net charge: -1
* HOMO-LUMO gap: 9.2 eV

Positions of all 49 atoms, in Å:
H (0.13, -3.74, -3.47)
H (-3.02, 0.90, 0.40)
C (1.54, -2.44, 3.86)
Br (0.30, -0.31, 0.43)
H (1.62, -2.96, 2.96)
C (-3.72, -0.01, -1.54)
C (-1.43, 3.06, -0.10)
C (2.20, 3.74, -0.51)
H (-2.23, 3.67, 0.29)
H (3.33, -1.72, -0.54)
H (-1.83, -0.19, -1.23)
H (2.37, -2.53, 4.57)
H (-1.08, -3.22, -2.37)
C (-1.97, -0.36, -3.34)
H (-2.00, 2.37, -0.90)
H (2.92, -0.65, -1.78)
H (-0.95, -0.18, -3.59)
H (-2.59, 0.17, -4.02)
C (-0.03, -3.56, -2.48)
C (0.97, -0.22, 4.65)
N (1.13, -1.01, 3.56)
H (0.91, -3.28, 4.27)
C (0.56, 1.25, 4.41)
H (0.54, 1.86, 5.26)
C (2.26, -2.67, -2.30)
H (-0.38, 1.25, 3.85)
N (0.84, 3.17, -0.30)
H (4.41, -1.77, -2.11)
H (3.02, 3.00, -0.63)
H (0.54, -2.15, -1.21)
C (3.19, -1.66, -1.77)
H (-3.77, -0.50, 0.63)
H (0.85, 2.21, -0.14)
O (-4.61, 0.15, -2.25)
O (-0.32, 4.65, -1.39)
C (-3.82, 0.23, 0.05)
H (-4.90, 0.64, 0.23)
O (1.08, -0.59, 5.85)
N (1.02, -2.79, -1.84)
N (-2.43, -0.17, -1.98)
H (2.45, 4.32, 0.38)
H (-0.25, -4.64, -2.09)
H (2.19, 4.29, -1.42)
O (2.49, -3.29, -3.38)
H (0.87, -0.86, 2.54)
H (-2.20, -1.45, -3.51)
H (-1.25, 2.37, 0.77)
C (-0.27, 3.69, -0.67)
H (1.28, 1.93, 3.89)

Here are the Löwdin charges for atoms 1 to 6, given in e: number 1, H, carries 0.031; number 2, H, carries 0.048; number 3, C, carries -0.084; number 4, Br, carries 0.009; number 5, H, carries 0.030; number 6, C, carries -0.556